# 1
C44H39CaF9N3P | ωB97M-V with the def2-TZVPD basis set

Last column: Mulliken charge in e.
Positions of all 97 atoms, in Å:
Ca -0.82354 1.35146 -0.10565  2.2688
C -0.47549 3.88034 -2.04977  -1.1162
N 0.00424 3.78993 -0.65817  1.0405
C 1.42229 4.15265 -0.62873  -1.8562
C -0.82450 4.60123 0.22041  0.2341
C -0.37435 5.78869 0.78161  -0.3465
C -1.19538 6.53794 1.61446  -0.8319
C -2.47856 6.09418 1.88645  -0.7966
C -2.93456 4.90500 1.34097  -0.4728
C -2.12686 4.13150 0.50395  -0.3037
N -2.47928 2.87490 0.02387  0.1304
C -3.70236 2.65137 -0.55578  -0.2855
C -4.62027 3.64257 -0.94214  -0.8472
C -5.80319 3.31905 -1.58657  -0.8479
C -6.12698 2.00247 -1.86996  -1.0185
C -5.23130 1.00476 -1.50384  -0.3646
C -4.03990 1.31597 -0.87395  0.3727
N -3.08621 0.29192 -0.47612  1.3065
C -3.35103 -0.11691 0.91481  -1.1518
C -3.08585 -0.88767 -1.34385  -1.0736
H -0.32114 4.88698 -2.45469  0.3522
H -1.53737 3.64444 -2.09711  0.2850
H 0.08753 3.17792 -2.67192  0.3568
H 1.59294 5.15717 -1.03288  0.4486
H 1.98487 3.44068 -1.23020  0.3987
H 1.80399 4.10879 0.38978  0.5007
H 0.62428 6.14381 0.57252  0.3931
H -0.82858 7.45968 2.04543  0.4039
H -3.12489 6.66505 2.54096  0.3937
H -3.92574 4.54173 1.58182  0.5999
H -4.38839 4.68106 -0.74940  0.4855
H -6.47745 4.11574 -1.87607  0.3962
H -7.05103 1.75052 -2.37116  0.4061
H -5.46774 -0.02758 -1.72573  0.3227
H -4.32898 -0.60349 1.00079  0.3600
H -3.34828 0.76687 1.55515  0.2667
H -2.58475 -0.82189 1.24500  0.3102
H -4.01627 -1.46271 -1.27879  0.3723
H -2.27799 -1.55345 -1.03744  -0.0480
H -2.94110 -0.58373 -2.38102  0.4802
F -2.48130 -7.40141 1.56884  -0.2518
C -3.19037 -6.32121 1.18310  0.8295
F -3.85218 -6.67341 0.06589  -0.2699
F -4.11106 -6.09842 2.13721  -0.2792
C -2.30597 -5.12903 0.95983  0.2136
C -1.59838 -5.01304 -0.22568  -1.0424
C -0.75127 -3.93020 -0.42551  -0.2167
C -0.60046 -2.94901 0.55097  0.2961
C -1.31872 -3.09274 1.74069  -0.6360
C -2.16107 -4.16892 1.95307  -0.9133
P 0.33379 -1.34133 0.32265  1.0550
C 1.25383 -1.76392 -1.19187  1.1196
C 2.53740 -2.29214 -1.21446  -0.5782
C 3.16325 -2.58101 -2.42116  -0.9654
C 2.51314 -2.32736 -3.61381  0.3312
C 1.23145 -1.78534 -3.61185  -1.2234
C 0.61063 -1.51412 -2.40832  -0.6474
C 3.17806 -2.58445 -4.93399  0.7040
F 3.40058 -1.43430 -5.60376  -0.2678
F 2.41196 -3.35048 -5.73612  -0.2682
F 4.36145 -3.20140 -4.80486  -0.2922
C 1.38005 -1.55159 1.80408  0.1320
C 1.37515 -0.56672 2.78410  -0.3754
C 2.07542 -0.73087 3.96943  -0.4888
C 2.80948 -1.88799 4.17074  0.3265
C 2.81728 -2.88956 3.20952  -1.3132
C 2.08979 -2.72753 2.04383  -0.4276
C 3.59827 -2.09630 5.43236  0.6932
F 3.14595 -3.15705 6.12960  -0.2597
F 4.89643 -2.33525 5.16828  -0.2561
F 3.54674 -1.03319 6.25003  -0.2907
H -1.70612 -5.76530 -0.99642  0.4519
H -0.20464 -3.86455 -1.35789  0.3608
H -1.21159 -2.35284 2.52819  0.4080
H -2.70620 -4.26226 2.88245  0.4549
H 3.08324 -2.45146 -0.29494  0.5092
H 4.16872 -2.97812 -2.42522  0.4649
H 0.72445 -1.58749 -4.54776  0.4659
H -0.40015 -1.11751 -2.41675  0.1604
H 0.82612 0.35289 2.62582  0.2520
H 2.05806 0.04194 4.72510  0.5085
H 3.38023 -3.79884 3.37660  0.4273
H 2.06054 -3.53439 1.32223  0.5968
C 1.75032 0.92005 -0.11750  -1.2337
C 3.18725 0.72470 -0.25840  0.0001
C 3.76814 0.56751 -1.52762  -0.2061
C 5.11737 0.29812 -1.68457  -0.8115
C 5.94600 0.17480 -0.57679  -0.5913
C 5.39768 0.34816 0.68822  -0.9170
C 4.04917 0.62412 0.84641  -0.2914
H 1.51455 1.63597 0.68728  0.6268
H 1.35306 1.29890 -1.07237  0.2639
H 3.13525 0.65134 -2.40638  0.3718
H 5.52446 0.18242 -2.68256  0.4483
H 7.00049 -0.03599 -0.69615  0.4133
H 6.03035 0.27323 1.56481  0.4198
H 3.65307 0.76501 1.84431  0.4852

**2S+1**: 1
**ΔE to the lowest compared entry with this formula, charge and spin**: 13.3 kcal/mol
**Frontier orbital gap**: 0.240 hartree
**LUMO**: -0.17 eV
**Total energy**: -3782.19644 hartree
**HOMO**: -6.6967 eV

=====

# 2
C22H26N2O4Rh | ωB97M-V with the def2-TZVPD basis set

Last column: Mulliken charge in e.
Positions of all 55 atoms, in Å:
Rh -0.44296 0.39533 0.48025  0.8200
O -0.40602 -3.18209 0.70424  -0.4785
C -1.61235 -3.53299 -0.04323  -0.5636
C -2.88211 -3.26034 0.75893  -0.7109
C -2.86452 -1.73451 1.20847  -0.2306
C -3.03886 -0.80174 0.05857  0.8779
C -4.34310 -0.71441 -0.55923  -0.7680
C -4.66483 0.14770 -1.66211  -0.5485
C -3.53316 0.82095 -2.24103  -0.7219
C -2.33773 0.75665 -1.56793  -0.5975
N -2.14488 0.02453 -0.41401  0.0938
H 0.00588 -3.99823 1.10078  0.2642
H -1.51304 -4.57495 -0.31947  0.5370
H -1.48016 -3.02982 -1.01480  0.1860
H -2.89924 -3.85595 1.65881  0.3966
H -3.67639 -3.45005 0.07222  0.3804
H -1.87900 -1.46690 1.62380  -0.1407
H -3.56770 -1.55539 2.08153  0.4296
H -5.15988 -1.29486 -0.13607  0.4602
H -5.66871 0.15952 -2.01579  0.4649
H -3.59401 1.21207 -3.24315  0.4443
H -1.42048 1.24611 -2.01431  0.4691
O 0.37359 -0.20238 4.44897  -0.6708
C 0.32842 -0.17951 3.20276  0.1155
O -0.73644 -0.17094 2.44669  -0.5746
C 1.60775 -0.27419 2.43925  0.5295
C 2.90979 -0.30541 3.03720  -1.0584
C 3.95782 -0.44180 2.11753  -0.4082
C 3.69581 -0.65262 0.78098  1.1623
C 4.78022 -0.99441 -0.04024  -0.7666
C 4.57475 -1.30141 -1.39345  -0.7095
C 3.25078 -1.38516 -1.93465  -0.6071
C 2.16513 -1.09789 -1.03545  -0.2901
C 2.34688 -0.65721 0.24492  0.2624
N 1.39237 -0.27184 1.09665  0.6364
H 3.02914 -0.20239 4.15896  0.4641
H 5.02887 -0.32317 2.34360  0.3863
H 5.73969 -0.88332 0.43802  0.3741
H 5.44002 -1.29896 -2.06909  0.3620
H 2.91498 -1.65126 -2.94527  0.4335
H 1.13729 -1.23157 -1.50657  0.1208
C 1.70560 3.35386 -1.12117  -1.6436
C 0.28674 2.91996 -0.68761  2.1195
C -0.61239 3.42247 -1.80207  -1.8749
C -0.01650 3.25973 0.72635  -1.4185
O 0.36076 1.42284 -0.93962  -0.4941
H 1.85166 4.45432 -1.04825  0.4565
H 1.92090 2.99785 -2.12410  0.3925
H 2.49194 2.90436 -0.45013  0.3093
H -0.39417 4.46132 -2.07291  0.4613
H -1.67376 3.42174 -1.46957  0.3368
H -0.51286 2.75465 -2.67931  0.4770
H 0.36288 4.23659 1.04606  0.4323
H 0.52297 2.50524 1.29458  0.3384
H -1.10738 3.09989 0.98042  0.2822

**2S+1**: 5
**Frontier orbital gap (spin up / spin down)**: 0.267 / 0.232 hartree
**LUMO (spin up / spin down)**: -3.66 / -5.53 eV
**Net charge**: +1
**Total energy**: -1374.54455 hartree
**⟨S²⟩**: 6.014
**HOMO (spin up / spin down)**: -10.9212 / -11.8362 eV

=====

# 3
C26H24IN2O4PdS2 | ωB97M-V with the def2-TZVPD basis set

Last column: Mulliken charge in e.
Positions of all 60 atoms, in Å:
Pd 0.35292 0.50496 -0.31497  1.0040
C 3.48793 -0.39346 -1.84763  -1.3693
C 3.27013 0.36428 -0.58460  0.8758
N 2.61408 1.47842 -0.61227  -0.7466
N 2.78111 2.26889 0.52017  -0.2910
C 1.77517 2.95362 0.86782  0.5794
S 0.14456 2.89033 0.22770  -0.1425
S 1.69154 3.97593 2.27466  -0.0641
C 2.81630 3.14365 3.44704  -0.5291
C 2.07936 2.65384 4.66346  0.6965
C 2.41637 3.14532 5.91873  -0.5969
C 1.76265 2.68229 7.05222  -0.6036
C 0.76358 1.72880 6.93608  -0.4467
C 0.41612 1.24023 5.68254  -0.8525
C 1.06857 1.70215 4.55150  -0.1912
C 3.71910 -0.19985 0.69674  0.5862
C 4.98676 -0.67110 0.92102  -0.6993
C 5.33808 -1.21465 2.16309  -0.6514
C 4.39875 -1.31228 3.20438  -0.6465
C 3.11672 -0.88906 3.01252  -0.4862
C 2.70281 -0.34142 1.74285  0.5543
O 1.50350 -0.01384 1.58218  -0.2431
H 3.33904 0.25550 -2.70715  0.3646
H 4.50539 -0.78861 -1.85905  0.4702
H 2.80593 -1.24264 -1.89706  0.2180
H 3.30468 2.35253 2.87890  0.0909
H 3.57244 3.88020 3.71643  0.4961
H 3.19565 3.89211 6.01377  0.3648
H 2.03247 3.07179 8.02460  0.3911
H 0.25090 1.37035 7.81851  0.3957
H -0.36934 0.50224 5.58711  0.4364
H 0.78689 1.32492 3.57489  0.5341
H 5.74047 -0.59308 0.14819  0.4696
H 6.35128 -1.55904 2.31873  0.4381
H 4.69453 -1.73224 4.15593  0.4669
H 2.36241 -0.96305 3.78411  0.5105
I -2.48866 -4.77113 -6.30543  0.1346
C -1.81528 -3.78128 -4.60055  -0.0796
C -2.48406 -3.95628 -3.39625  -0.5089
C -2.04282 -3.28380 -2.26796  -0.4272
C -0.92302 -2.46387 -2.33904  0.7093
C -0.24949 -2.30676 -3.54516  -0.4029
C -0.70253 -2.95404 -4.68345  -0.5647
C -0.46272 -1.69762 -1.14972  0.3928
O -1.29155 -1.12926 -0.39400  -0.7046
O 0.78881 -1.52462 -0.97996  -0.6445
H -3.34421 -4.60859 -3.34011  0.3974
H -2.56685 -3.39568 -1.32762  0.4608
H 0.62332 -1.66869 -3.59415  0.4103
H -0.18917 -2.82210 -5.62572  0.4017
C -2.96234 1.19478 -1.25709  -1.1908
C -1.96690 1.15958 -2.36627  0.9525
C -2.47980 1.24035 -3.77076  -1.3317
O -0.75418 1.08602 -2.18724  -0.5057
H -3.64850 2.02903 -1.41571  0.4246
H -2.49250 1.25838 -0.27968  0.2471
H -3.55092 0.27611 -1.30120  0.3412
H -3.51816 0.92408 -3.84050  0.3962
H -1.84874 0.64809 -4.43023  0.3563
H -2.41860 2.28352 -4.09212  0.3528

**2S+1**: 5
**ΔE to the lowest compared entry with this formula, charge and spin**: 0.0 kcal/mol
**Frontier orbital gap (spin up / spin down)**: 0.285 / 0.177 hartree
**LUMO (spin up / spin down)**: -3.13 / -6.06 eV
**Net charge**: +1
**Total energy**: -2637.25679 hartree
**⟨S²⟩**: 6.055
**HOMO (spin up / spin down)**: -10.8723 / -10.8802 eV

=====

# 4
C35H46BClN5O7 | ωB97M-V with the def2-TZVPD basis set

Last column: Mulliken charge in e.
Positions of all 95 atoms, in Å:
C 0.75607 0.55873 5.90157  -0.7265
C 0.63342 1.70088 4.97210  -0.3386
C 1.49163 1.58081 3.59697  -0.1495
C 0.61749 1.74948 2.25147  0.4657
C -0.76450 0.95949 1.97517  0.1202
C -1.37594 -0.10981 3.06193  -1.1958
C -1.61162 1.15983 0.65140  0.2317
C -1.03474 2.20040 -0.43835  0.3464
C 0.32903 2.98452 -0.27993  0.1194
C 0.83341 3.97032 -1.46374  -0.7946
C 1.12743 3.05834 -2.78896  -0.1904
C 2.70865 2.84953 -3.09206  -0.6160
C 3.15121 1.26638 -3.16766  -0.6474
N 3.66389 0.87828 -4.53227  -0.3678
C 4.54128 -0.33564 -4.46611  0.5748
C 4.26307 -1.68769 -5.35310  -0.8315
O 5.59786 -0.37121 -3.69863  -0.5676
C 1.14830 2.73789 1.09264  0.2511
C 2.55244 3.56713 1.20573  -0.6496
C 2.35320 5.16615 1.40817  -0.5914
N 0.93492 5.61807 1.57008  -0.5916
C -1.98541 2.39258 -1.75845  -0.1809
O -2.17167 3.55745 -2.26897  -0.5403
C -2.67957 1.02573 -2.30022  0.3477
C -2.74829 0.83511 -3.88305  -0.3248
O -2.19239 1.83293 -4.77833  -0.4414
C -3.19920 2.81742 -5.14084  0.4490
N -3.88882 3.85128 -5.25366  -0.4860
C -3.46872 -0.52094 -4.38289  0.1926
B -3.57087 -0.71014 -6.00682  0.5912
N -3.15383 -1.99248 -6.72132  -0.5776
O -4.07379 0.35871 -6.89699  -0.6009
C -4.02875 -1.59611 -3.31765  0.4006
C -4.76451 -2.95790 -3.78562  -0.8012
C -3.92335 -4.30883 -3.51805  0.0242
O -4.51800 -5.28037 -2.91924  -0.5576
C -3.89250 -1.38243 -1.72054  0.0786
C -4.44071 -2.46528 -0.66219  -0.7256
C -3.35860 -3.57801 -0.19259  -0.7474
C -1.80877 -3.14423 -0.35770  -0.0311
Cl -0.99240 -3.81196 -1.88907  -0.2272
C -3.21560 -0.02269 -1.24094  0.3629
C -3.02079 0.39226 0.33259  0.2681
O -3.90661 0.17585 1.24381  -0.5465
H 1.82298 0.26826 6.26156  0.3641
H -0.13001 -0.09142 6.24575  0.2017
H -0.02505 2.60173 5.26989  0.3328
H 2.38053 2.30978 3.69324  0.1903
H 1.95920 0.50882 3.55236  0.2675
H -0.44154 -0.48654 3.65782  0.2195
H -2.01320 0.47663 3.84166  0.2541
H -1.94039 -0.98052 2.56276  0.2498
H 0.01632 4.76556 -1.65579  0.4397
H 1.80656 4.53864 -1.22485  0.0448
H 0.56221 3.52779 -3.69873  0.3063
H 0.67373 2.00763 -2.62413  0.0099
H 2.91375 3.27211 -4.15317  0.3365
H 3.33035 3.37346 -2.26112  0.2625
H 3.97565 1.09124 -2.35817  0.3283
H 2.28815 0.54437 -2.90982  0.3862
H 2.83217 0.55625 -5.07367  0.2547
H 3.40543 -1.52855 -6.11708  0.2846
H 4.02590 -2.59711 -4.66137  0.2351
H 5.21890 -1.96866 -5.94330  0.2759
H 3.06147 3.43079 0.15839  -0.0475
H 3.29750 3.08031 1.96062  0.4158
H 2.96059 5.61023 2.30106  0.2693
H 2.76769 5.72009 0.46243  0.2778
H 0.41350 5.64458 0.67916  0.3095
H 0.43083 5.11140 2.31598  0.2630
H -3.39082 -1.87143 -7.72790  0.2391
H -2.10851 -2.07561 -6.65895  0.2600
H -3.41435 0.50402 -7.63812  0.3195
H -5.77559 -3.01677 -3.19718  0.3549
H -5.06813 -2.97053 -4.90824  0.3541
H -2.83085 -4.49124 -3.86399  0.3511
H -4.87040 -1.96575 0.30402  0.4575
H -5.34441 -3.05543 -1.11700  0.2462
H -3.53030 -3.73430 0.95656  0.3543
H -3.49290 -4.62082 -0.66983  0.3212
H -1.60286 -2.01449 -0.27214  -0.0474
H -1.23338 -3.64116 0.53371  0.3482
C 1.47224 -2.94495 8.00402  -1.0550
C 2.77810 -2.36433 7.56625  0.4971
O 2.93076 -1.26702 7.08761  -0.4866
N 4.01766 -3.08522 7.61708  -0.1185
C 4.11075 -4.36612 8.33022  -0.8204
H 0.71633 -2.15777 8.02042  0.2493
H 1.16447 -3.72246 7.30060  0.3643
H 1.55764 -3.36042 9.01016  0.3996
H 4.29000 -3.15897 6.62800  0.4145
H 4.68764 -2.37284 7.93644  0.4332
H 5.13359 -4.73075 8.22397  0.3369
H 3.41337 -5.07480 7.88124  0.3557
H 3.88342 -4.19752 9.38388  0.3613

**2S+1**: 1
**Frontier orbital gap**: 0.216 hartree
**LUMO**: -4.29 eV
**Net charge**: +1
**Total energy**: -2645.77340 hartree
**HOMO**: -10.1752 eV

=====

Computed molecular weight, in the same sequence as the records: 851.9; 485.4; 725.9; 695.0 g mol⁻¹.